# 1
{
  "formula": "C22H56N4O11P2",
  "method": "the ωB97M-V functional and the def2-TZVPD basis",
  "species": ["C", "C", "C", "O", "C", "O", "P", "O", "O", "C", "C", "C", "C", "O", "C", "C", "O", "O", "P", "N", "O", "H", "H", "H", "H", "H", "H", "H", "H", "H", "H", "H", "H", "H", "H", "H", "H", "H", "H", "H", "H", "H", "H", "H", "C", "C", "C", "O", "C", "N", "H", "H", "H", "H", "H", "H", "H", "H", "H", "H", "H", "C", "C", "C", "O", "C", "N", "H", "H", "H", "H", "H", "H", "H", "H", "H", "H", "H", "C", "C", "C", "O", "C", "N", "H", "H", "H", "H", "H", "H", "H", "H", "H", "H", "H"],
  "positions_angstrom": [[-2.024, 5.562, -0.458], [-3.242, 4.713, -0.012], [-2.827, 3.304, 0.385], [-2.824, 3.141, 1.806], [-3.117, 1.799, 2.097], [-2.853, 1.502, 3.453], [-1.773, 2.460, 4.173], [-1.434, 1.862, 5.441], [-0.519, 2.691, 3.238], [0.744, 2.670, 3.937], [1.385, 1.292, 4.000], [2.118, 0.848, 2.718], [1.480, 1.353, 1.424], [2.354, 1.007, 0.330], [1.768, 0.303, -0.651], [2.266, 0.634, -2.046], [0.959, -0.544, -0.490], [-2.504, 3.873, 4.466], [-3.857, 3.713, 5.499], [-4.339, 5.290, 5.889], [-5.077, 3.287, 4.467], [-1.123, 5.175, 0.016], [-1.893, 5.503, -1.537], [-2.167, 6.613, -0.212], [-3.926, 4.674, -0.858], [-3.784, 5.204, 0.794], [-3.541, 2.604, -0.066], [-1.843, 3.017, -0.003], [-4.193, 1.650, 1.939], [-2.594, 1.135, 1.400], [1.412, 3.324, 3.375], [0.705, 3.088, 4.935], [0.680, 0.532, 4.328], [2.137, 1.344, 4.792], [2.066, -0.242, 2.679], [3.173, 1.119, 2.685], [0.459, 0.998, 1.302], [1.428, 2.443, 1.433], [3.117, 1.310, -1.976], [2.646, -0.289, -2.476], [1.457, 1.024, -2.652], [-4.429, 5.914, 5.088], [-3.747, 5.692, 6.605], [-5.188, 2.343, 4.654], [2.106, -3.058, -5.399], [1.828, -3.263, -3.913], [1.284, -4.661, -3.576], [-0.080, -4.856, -3.895], [-0.338, -5.187, -5.249], [0.931, -2.201, -3.447], [1.192, -2.910, -5.975], [2.724, -2.172, -5.548], [2.641, -3.912, -5.821], [2.782, -3.154, -3.387], [1.351, -4.794, -2.493], [1.902, -5.449, -4.029], [0.455, -5.808, -5.675], [-0.473, -4.282, -5.846], [-1.271, -5.748, -5.284], [0.820, -2.281, -2.438], [0.004, -2.407, -3.810], [2.412, -11.070, -5.850], [1.322, -10.535, -6.772], [1.063, -9.028, -6.612], [0.312, -8.676, -5.464], [1.071, -8.582, -4.269], [0.102, -11.323, -6.571], [2.070, -11.176, -4.821], [2.734, -12.057, -6.182], [3.287, -10.416, -5.854], [1.660, -10.694, -7.800], [0.460, -8.700, -7.463], [1.999, -8.455, -6.650], [2.081, -8.203, -4.451], [1.116, -9.555, -3.774], [0.557, -7.892, -3.599], [-0.596, -11.031, -7.249], [-0.297, -11.045, -5.677], [-0.027, 8.653, 5.442], [-0.727, 7.353, 5.824], [0.236, 6.179, 6.061], [0.749, 5.592, 4.880], [1.856, 6.265, 4.310], [-1.729, 7.037, 4.802], [0.319, 8.648, 4.408], [-0.713, 9.494, 5.544], [0.832, 8.843, 6.090], [-1.250, 7.533, 6.769], [-0.323, 5.380, 6.559], [1.052, 6.461, 6.739], [2.504, 6.704, 5.074], [1.525, 7.036, 3.611], [2.434, 5.534, 3.743], [-2.256, 6.222, 5.100], [-1.233, 6.710, 3.977]],
  "mulliken_charge": [-1.1830, -0.4839, -0.7457, -0.1054, -0.6026, -0.4194, 0.5854, -0.8785, 0.3855, -0.6014, -0.6085, -0.7740, -0.0535, -0.3875, 0.7181, -0.8078, -0.5531, 0.4830, -0.0595, -0.6830, -0.4477, 0.2962, 0.3364, 0.3345, 0.3901, 0.2779, 0.3908, 0.3894, 0.3516, 0.4338, 0.2335, 0.2601, 0.3538, 0.3491, 0.2716, 0.3715, 0.2859, 0.1838, 0.3236, 0.1458, 0.2661, 0.3207, 0.3265, 0.3558, -1.5186, 0.4454, -0.5702, -0.4238, -0.6363, -0.5874, 0.2929, 0.3597, 0.3560, 0.3830, 0.3284, 0.3241, 0.2445, 0.2636, 0.2829, 0.1694, 0.2894, -1.3900, 0.3195, -0.6666, -0.4040, -0.7286, -0.7530, 0.2693, 0.3511, 0.3427, 0.4192, 0.3380, 0.4106, 0.3087, 0.2854, 0.2934, 0.2745, 0.3367, -1.5540, 0.3727, -0.8446, -0.0517, -0.8183, -0.6036, 0.2850, 0.3907, 0.3609, 0.4495, 0.2739, 0.5106, 0.3407, 0.2509, 0.2525, -0.0308, 0.3800],
  "energy_ev": -70784.8108,
  "max_force_ev_per_a": 2.16,
  "total_charge": 0,
  "lumo_ha": 0.0220
}

# 2
{
  "formula": "C43H46N4O2OsS2",
  "method": "the ωB97M-V functional and the def2-TZVPD basis",
  "species": ["Os", "O", "C", "O", "C", "C", "C", "C", "C", "C", "C", "C", "C", "N", "H", "H", "H", "H", "H", "H", "S", "C", "N", "C", "C", "C", "C", "C", "C", "S", "H", "H", "H", "H", "C", "C", "C", "C", "C", "C", "C", "C", "C", "C", "C", "C", "N", "C", "C", "N", "C", "C", "C", "C", "C", "C", "C", "C", "C", "C", "C", "C", "H", "H", "H", "H", "H", "H", "H", "H", "H", "H", "H", "H", "H", "H", "H", "H", "H", "H", "H", "H", "H", "H", "H", "H", "H", "H", "H", "H", "H", "H", "H", "H", "H", "H", "H", "H"],
  "positions_angstrom": [[1.024, -0.055, 0.057], [4.111, -0.460, 2.771], [3.376, -0.262, 1.823], [2.100, -0.134, 1.846], [3.999, -0.123, 0.438], [5.398, -0.230, 0.338], [5.981, -0.089, -0.880], [5.177, 0.195, -2.006], [5.741, 0.389, -3.289], [4.950, 0.705, -4.353], [3.560, 0.857, -4.167], [2.987, 0.669, -2.941], [3.779, 0.309, -1.832], [3.203, 0.108, -0.592], [5.945, -0.427, 1.249], [7.055, -0.168, -1.002], [6.814, 0.290, -3.402], [5.383, 0.856, -5.332], [2.934, 1.133, -5.005], [1.928, 0.820, -2.816], [-0.077, -0.150, -2.034], [-1.804, -0.260, -1.977], [-2.619, -0.345, -0.977], [-3.939, -0.288, -1.414], [-5.062, -0.283, -0.588], [-6.321, -0.205, -1.154], [-6.482, -0.132, -2.540], [-5.380, -0.128, -3.375], [-4.116, -0.197, -2.802], [-2.564, -0.157, -3.567], [-4.940, -0.338, 0.485], [-7.194, -0.201, -0.514], [-7.476, -0.071, -2.963], [-5.499, -0.059, -4.449], [-3.410, 1.758, 1.512], [-2.788, 2.951, 0.791], [-2.835, 2.771, -0.732], [-1.393, 3.476, 1.152], [-1.372, 4.843, 1.428], [-0.204, 5.583, 1.454], [0.978, 4.962, 1.120], [1.028, 3.598, 0.848], [2.371, 3.018, 0.458], [3.346, 3.002, 1.633], [2.970, 3.721, -0.759], [-0.146, 2.832, 0.961], [-0.075, 1.375, 0.992], [-0.562, 0.838, 2.096], [-0.651, -0.580, 2.144], [-0.235, -1.215, 1.059], [-0.397, -2.654, 1.026], [0.666, -3.481, 0.613], [0.587, -4.847, 0.857], [-0.507, -5.405, 1.486], [-1.587, -4.599, 1.785], [-1.586, -3.233, 1.518], [-2.933, -2.528, 1.633], [-3.482, -2.520, 3.063], [-3.921, -3.223, 0.687], [1.903, -2.997, -0.113], [1.854, -3.365, -1.593], [3.211, -3.433, 0.544], [-4.471, 1.726, 1.254], [-3.340, 1.859, 2.597], [-2.977, 0.811, 1.200], [-3.445, 3.790, 1.031], [-2.137, 1.994, -1.050], [-2.559, 3.700, -1.233], [-3.837, 2.484, -1.057], [-2.318, 5.344, 1.589], [-0.230, 6.641, 1.683], [1.895, 5.536, 1.068], [2.139, 2.002, 0.152], [3.562, 4.019, 1.967], [4.295, 2.544, 1.346], [2.943, 2.446, 2.480], [3.244, 4.754, -0.540], [2.270, 3.726, -1.597], [3.877, 3.201, -1.077], [-0.906, 1.445, 2.922], [-1.040, -1.090, 3.014], [1.411, -5.480, 0.556], [-0.535, -6.464, 1.703], [-2.481, -5.043, 2.203], [-2.831, -1.501, 1.289], [-3.824, -3.513, 3.361], [-4.338, -1.846, 3.133], [-2.737, -2.199, 3.793], [-4.013, -4.282, 0.929], [-3.593, -3.137, -0.349], [-4.912, -2.778, 0.767], [1.891, -1.905, -0.036], [1.875, -4.450, -1.716], [2.717, -2.946, -2.117], [0.950, -2.979, -2.064], [3.378, -4.503, 0.415], [3.221, -3.207, 1.611], [4.053, -2.918, 0.077]],
  "mulliken_charge": [2.3114, -0.7713, -0.0736, -0.8833, 1.1846, -1.2071, -1.1055, 1.1350, -0.8334, -0.6903, -0.9720, -0.2225, -0.5881, 1.1614, 0.6135, 0.4451, 0.4215, 0.3955, 0.4842, 0.2953, -0.6281, 0.0228, 0.4098, -1.1816, 0.1049, -1.3091, -0.5949, -0.5351, 0.7799, -0.3412, 0.8063, 0.4254, 0.3981, 0.4227, -1.4855, 0.8400, -1.4468, -0.1642, -1.0057, -1.4347, -0.2884, -0.4887, 2.7764, -1.7473, -1.7247, 0.5852, 0.8805, -0.4418, -0.5188, 0.7163, 0.6004, -0.2463, -0.3172, -1.4403, -0.4803, 0.3909, 2.0875, -1.9264, -1.6238, 2.6207, -1.4810, -1.9797, 0.5798, 0.4188, -0.1571, 0.6358, 0.0409, 0.4736, 0.3993, 0.3543, 0.3868, 0.3792, -1.4337, 0.3805, 0.4333, 0.4027, 0.3895, 0.3619, 0.4037, 0.6960, 0.6904, 0.3914, 0.3946, 0.3799, -0.9996, 0.3930, 0.4233, 0.3834, 0.4687, 0.3178, 0.4403, -1.8399, 0.4123, 0.3094, 0.2704, 0.4728, 0.4331, 0.3772],
  "energy_ev": -79532.9666,
  "max_force_ev_per_a": 1.31,
  "total_charge": 0,
  "lumo_ha": [-0.0313, -0.0313]
}

# 3
{
  "formula": "C15H48O15",
  "method": "the ωB97M-V functional and the def2-TZVPD basis",
  "species": ["O", "C", "C", "O", "H", "H", "H", "H", "H", "H", "O", "C", "C", "O", "H", "H", "H", "H", "H", "H", "O", "C", "C", "O", "H", "H", "H", "H", "H", "H", "O", "C", "C", "O", "H", "H", "H", "H", "H", "H", "O", "C", "C", "O", "H", "H", "H", "H", "H", "H", "O", "C", "C", "O", "H", "H", "H", "H", "H", "H", "C", "O", "H", "H", "H", "H", "C", "O", "H", "H", "H", "H", "C", "O", "H", "H", "H", "H"],
  "positions_angstrom": [[-10.065, 26.794, 20.888], [-11.496, 26.799, 20.936], [-12.080, 26.258, 22.186], [-12.006, 27.090, 23.268], [-9.750, 27.527, 21.431], [-11.904, 27.827, 20.803], [-11.969, 26.301, 20.079], [-11.560, 25.327, 22.441], [-13.138, 26.069, 22.036], [-11.072, 27.322, 23.385], [-10.979, 27.202, 16.170], [-9.975, 27.675, 17.117], [-8.827, 28.183, 16.306], [-9.098, 29.441, 15.670], [-11.854, 27.082, 16.609], [-10.446, 28.500, 17.668], [-9.637, 26.881, 17.802], [-8.533, 27.436, 15.552], [-7.970, 28.324, 16.969], [-9.714, 29.296, 14.947], [-15.032, 26.282, 19.581], [-15.085, 24.925, 20.047], [-15.602, 24.002, 18.957], [-17.042, 24.143, 18.887], [-15.953, 26.570, 19.484], [-14.066, 24.644, 20.313], [-15.764, 24.904, 20.901], [-15.308, 22.959, 19.114], [-15.140, 24.310, 18.011], [-17.303, 24.183, 17.962], [-9.133, 22.444, 16.563], [-9.673, 23.758, 16.382], [-10.934, 23.974, 17.129], [-12.043, 23.452, 16.455], [-8.996, 22.311, 17.538], [-8.922, 24.490, 16.735], [-9.785, 23.973, 15.320], [-11.075, 25.027, 17.404], [-10.913, 23.440, 18.085], [-12.161, 23.930, 15.615], [-10.982, 17.409, 18.110], [-11.800, 18.563, 18.305], [-11.137, 19.793, 17.744], [-11.950, 20.899, 18.043], [-10.934, 17.221, 17.168], [-12.777, 18.416, 17.820], [-11.957, 18.699, 19.372], [-10.945, 19.694, 16.673], [-10.161, 19.895, 18.244], [-11.817, 21.582, 17.358], [-12.846, 24.699, 13.701], [-12.080, 25.047, 12.567], [-11.441, 26.375, 12.778], [-10.355, 26.288, 13.608], [-13.419, 23.954, 13.506], [-11.274, 24.338, 12.330], [-12.726, 25.114, 11.670], [-12.139, 27.098, 13.221], [-11.100, 26.767, 11.825], [-10.740, 26.408, 14.527], [-11.022, 21.540, 13.702], [-10.023, 20.808, 14.427], [-11.113, 21.130, 12.696], [-11.990, 21.489, 14.227], [-10.750, 22.599, 13.548], [-9.700, 21.362, 15.196], [-14.449, 27.213, 16.104], [-13.585, 27.157, 17.227], [-14.811, 26.203, 15.863], [-15.334, 27.820, 16.329], [-13.930, 27.627, 15.253], [-14.124, 27.097, 18.043], [-7.861, 22.499, 19.832], [-8.955, 21.762, 19.275], [-7.314, 22.959, 19.021], [-8.217, 23.271, 20.526], [-7.194, 21.853, 20.415], [-9.570, 21.493, 19.960]],
  "mulliken_charge": [-0.5106, 0.1512, -0.3964, -0.5411, 0.3042, 0.2605, -0.0688, 0.2918, 0.2065, 0.3178, -0.4675, 0.1127, -0.6852, -0.5840, 0.1608, 0.2808, 0.1817, 0.2454, 0.4012, 0.3391, -0.5381, -0.3131, -0.1833, -0.5505, 0.2683, 0.2657, 0.3266, 0.3111, 0.0207, 0.3321, -0.5886, -0.0969, 0.5984, -0.3283, 0.1393, 0.2045, 0.1807, -0.7008, 0.5171, 0.0731, -0.5513, -0.6780, 0.1759, -0.4504, 0.3170, 0.3084, 0.3017, 0.1525, 0.1929, 0.3087, -0.3942, -0.3273, -0.4376, -0.4749, 0.2402, 0.1985, 0.4417, 0.1785, 0.3883, 0.2940, -0.2216, -0.6023, 0.3664, 0.1559, -0.0924, 0.3573, -0.6864, -0.4690, 0.1873, 0.3808, 0.2215, 0.2746, -0.6230, -0.4266, 0.2640, 0.2408, 0.2779, 0.2724],
  "energy_ev": -47042.1030,
  "smiles": "OCCO.OCCO.OCCO.OCCO.OCCO.OCCO.CO.CO.CO",
  "max_force_ev_per_a": 2.62,
  "total_charge": 0,
  "lumo_ha": 0.0080,
  "e_above_lowest_ev": 0.000
}

# 4
{
  "formula": "C4H6N2O",
  "method": "the ωB97M-V functional and the def2-TZVPD basis",
  "species": ["N", "C", "C", "N", "C", "O", "C", "H", "H", "H", "H", "H", "H"],
  "positions_angstrom": [[0.834, 1.662, -1.489], [0.331, 0.666, -0.617], [0.482, 0.740, 0.784], [-0.100, -0.289, 1.382], [-0.878, -0.983, 0.329], [-0.909, -2.356, 0.549], [-0.393, -0.466, -0.982], [1.822, 1.852, -1.359], [0.684, 1.356, -2.444], [0.991, 1.504, 1.369], [-0.238, -0.383, 2.377], [-0.734, -2.754, -0.314], [-1.892, -0.548, 0.416]],
  "mulliken_charge": [-0.6076, 0.8084, -0.6195, -0.0920, 0.5598, -0.4963, -1.2327, 0.2532, 0.2839, 0.3717, 0.2218, 0.3599, 0.1895],
  "energy_ev": -9269.9069,
  "max_force_ev_per_a": 0.49,
  "total_charge": 0,
  "lumo_ha": 0.0012,
  "e_above_lowest_ev": 3.595
}